(1)
An isolated ion of composition C3H6NO2 and charge -1 at a distorted geometry. Source: the Open Molecules 2025 dataset; level of theory: ωB97M-V/def2-TZVPD.

structure (SMILES)	NCCC(=O)[O-]
Kohn-Sham gap	0.305	Eh
energy relative to the best compared isomer or geometry (same formula, charge and spin)	1.375	eV
highest occupied orbital energy	-0.150	hartree

ORCA input file:
```
! RIJCOSX wB97M-V def2-TZVPD def2/J DEFGRID3
* xyz -1 1
C 1.368 -0.178 0.401
C 0.077 -0.294 -0.520
C -1.254 0.313 0.083
O -1.204 0.490 1.368
O -2.157 0.579 -0.757
N 2.561 -0.756 -0.313
H 1.485 0.851 0.595
H 1.064 -0.902 1.164
H 0.337 0.044 -1.614
H -0.208 -1.384 -0.857
H 2.070 -0.928 -1.199
H 3.070 0.013 -0.568
*
```


(2)
Cl2H2NO3P as an isolated structure at a distorted geometry. Source: the Open Molecules 2025 dataset; level of theory: ωB97M-V/def2-TZVPD.

Kohn-Sham gap	0.339	Eh
energy relative to the best compared isomer or geometry (same formula, charge and spin)	0.787	eV
highest occupied orbital energy	-0.360	hartree

ORCA input file:
```
! RIJCOSX wB97M-V def2-TZVPD def2/J DEFGRID3
* xyz 0 1
N 0.031 0.876 -0.141
O 1.914 0.109 -2.000
O 1.721 -1.433 0.592
O 2.369 1.078 0.432
P 1.516 0.190 -0.588
Cl 2.140 -2.870 0.013
Cl 4.020 0.863 0.299
H -0.766 0.607 -0.681
H -0.100 1.088 0.766
*
```


(3)
C19H26I2N2O4PPdS4Sb as an isolated structure. Source: the Open Molecules 2025 dataset; level of theory: ωB97M-V/def2-TZVPD.

Kohn-Sham gap (spin up / spin down)	0.227 / 0.227	Eh
energy relative to the best compared isomer or geometry (same formula, charge and spin)	0.883	eV
highest occupied orbital energy (spin up / spin down)	-0.281 / -0.281	hartree

ORCA input file:
```
! RIJCOSX wB97M-V def2-TZVPD def2/J DEFGRID3
* xyz 0 1
Pd -0.355 -0.574 0.887
I -0.764 4.558 6.171
C -1.140 3.047 4.783
C -0.327 1.930 4.744
C -0.582 0.963 3.791
I 0.737 -0.646 3.580
C -1.621 1.051 2.857
O -1.925 0.073 2.014
C -2.357 2.251 2.862
C -3.276 2.523 1.702
N -2.615 2.498 0.397
C -1.634 3.531 0.095
C -0.261 3.468 0.747
C 0.259 4.564 1.427
C 1.552 4.511 1.918
C 2.296 3.362 1.707
C 1.699 2.314 1.025
N 0.453 2.354 0.555
C -2.137 3.209 3.834
H 0.497 1.819 5.434
H -4.071 1.773 1.674
H -3.755 3.497 1.831
H -2.179 1.584 0.283
H -1.455 3.478 -0.982
H -2.079 4.509 0.292
H -0.351 5.447 1.566
H 1.967 5.349 2.459
H 3.311 3.269 2.066
H 2.251 1.394 0.843
H -2.722 4.118 3.817
S 1.749 -4.745 -0.398
Sb 3.111 -3.181 -1.799
S 1.625 -1.441 0.029
S 1.177 -3.254 0.941
S 2.383 -3.507 -3.861
C -4.066 -2.427 1.809
C -2.840 -2.867 1.049
O -2.854 -2.239 -0.253
P -1.614 -1.416 -0.823
O -2.349 -0.516 -1.904
C -3.741 -0.122 -1.821
C -4.536 -0.895 -2.847
O -0.763 -2.379 -1.726
C -1.376 -3.181 -2.779
C -1.753 -4.551 -2.266
H -4.130 -2.973 2.750
H -4.970 -2.622 1.235
H -4.000 -1.364 2.036
H -2.822 -3.944 0.871
H -1.924 -2.582 1.580
H -3.755 0.949 -2.013
H -4.117 -0.288 -0.814
H -4.179 -0.682 -3.854
H -5.586 -0.610 -2.788
H -4.460 -1.965 -2.664
H -0.609 -3.248 -3.545
H -2.231 -2.637 -3.180
H -0.888 -5.029 -1.811
H -2.086 -5.167 -3.101
H -2.559 -4.497 -1.537
*
```


(4)
C26H33O4Ti as an isolated structure at a distorted geometry. Source: the Open Molecules 2025 dataset; level of theory: ωB97M-V/def2-TZVPD.

Kohn-Sham gap	0.262	Eh
highest occupied orbital energy	-0.421	hartree

ORCA input file:
```
! RIJCOSX wB97M-V def2-TZVPD def2/J DEFGRID3
* xyz 1 1
O -0.829 -1.022 -2.333
C -1.069 0.184 -3.134
C -0.696 -0.423 -4.481
H -0.396 0.974 -2.784
H -2.132 0.460 -3.071
C -0.551 -1.699 -3.632
H 0.249 -0.071 -4.914
H -1.532 -0.514 -5.175
C 0.848 -2.263 -3.824
H 1.656 -1.595 -3.475
H 0.988 -2.363 -4.915
H 0.999 -3.251 -3.391
C -1.697 -2.609 -3.984
H -2.627 -2.032 -3.968
H -1.782 -3.486 -3.344
H -1.566 -2.947 -5.011
Ti -1.225 -1.277 0.633
C -3.186 -1.644 1.656
C -2.927 -0.240 1.730
C -2.852 0.279 0.379
H -2.877 0.319 2.655
C -3.240 -0.791 -0.509
C -3.314 -2.003 0.254
H -3.472 -3.009 -0.137
H -3.266 -2.292 2.521
H -2.476 1.259 0.083
H -3.591 -0.676 -1.521
C -0.004 -2.991 1.782
C -0.784 -3.516 0.702
C -0.315 -2.893 -0.531
H -1.520 -4.315 0.755
C 0.810 -2.032 -0.183
C 0.985 -2.096 1.238
H 1.809 -1.679 1.826
H -0.064 -3.293 2.831
H -0.649 -3.165 -1.517
H 1.448 -1.498 -0.883
O 2.037 1.992 -0.427
C 1.957 2.352 -1.808
C 1.666 3.857 -1.897
H 1.157 1.820 -2.355
H 2.915 2.085 -2.274
C 1.424 4.327 -0.440
H 0.836 4.144 -2.564
H 2.544 4.373 -2.315
C 1.396 3.040 0.402
H 0.489 4.889 -0.370
H 2.251 4.972 -0.136
H 0.349 2.792 0.725
H 1.960 3.107 1.349
O -1.013 -0.659 4.028
C -0.245 -0.083 3.237
O -0.350 -0.073 1.923
C 0.886 0.658 3.846
C 2.012 1.088 3.132
C 2.890 1.982 3.766
C 2.657 2.328 5.113
C 1.631 1.750 5.881
C 0.757 0.887 5.232
H 2.162 0.773 2.097
H 3.743 2.408 3.214
H 3.292 3.074 5.583
H 1.491 1.942 6.952
H -0.046 0.386 5.779
*
```


(5)
C6H16F7MgNO8S2V as an isolated structure at a distorted geometry. Source: the Open Molecules 2025 dataset; level of theory: ωB97M-V/def2-TZVPD.

Kohn-Sham gap (spin up / spin down)	0.244 / 0.258	Eh
highest occupied orbital energy (spin up / spin down)	-0.566 / -0.580	hartree

ORCA input file:
```
! RIJCOSX wB97M-V def2-TZVPD def2/J DEFGRID3
* xyz 2 4
Mg 2.575 0.952 -1.269
V -0.730 -1.168 -0.770
C -0.659 1.089 3.209
F -1.354 1.863 3.978
F 0.572 1.617 3.047
F -0.522 -0.153 3.619
S -1.428 1.108 1.403
O -2.591 1.961 1.463
O -0.409 1.712 0.549
N -1.731 -0.559 1.000
S -3.140 -0.841 1.712
O -3.143 -0.418 3.078
O -4.190 -0.396 0.829
C -3.146 -2.757 1.702
F -2.736 -3.209 0.512
F -2.398 -3.253 2.653
F -4.402 -3.074 1.888
F 1.271 -0.270 -0.473
C -2.001 1.603 -2.134
O -0.952 0.568 -2.186
H -2.691 1.623 -2.974
H -2.555 1.480 -1.208
H -1.487 2.561 -2.075
H -0.192 1.042 -2.508
C 0.894 -2.739 1.193
O 0.214 -2.978 -0.079
H 0.550 -1.804 1.631
H 0.577 -3.511 1.893
H 1.972 -2.711 1.063
H 0.464 -3.872 -0.340
C 1.761 3.927 -0.171
O 2.075 2.509 -0.090
H 0.807 4.137 0.311
H 2.473 4.508 0.419
H 1.751 4.268 -1.202
H 1.618 2.241 0.733
C 4.028 -1.037 -3.678
O 3.158 -0.954 -2.525
H 3.476 -1.551 -4.468
H 4.306 -0.053 -4.048
H 4.931 -1.607 -3.463
H 2.983 -1.852 -2.224
*
```


(6)
C27H32F5N2OPdSe2Te2 as an isolated structure at a distorted geometry. Source: the Open Molecules 2025 dataset; level of theory: ωB97M-V/def2-TZVPD.

Kohn-Sham gap (spin up / spin down)	0.297 / 0.182	Eh
energy relative to the best compared isomer or geometry (same formula, charge and spin)	0.906	eV
highest occupied orbital energy (spin up / spin down)	-0.401 / -0.403	hartree

ORCA input file:
```
! RIJCOSX wB97M-V def2-TZVPD def2/J DEFGRID3
* xyz 1 5
Pd 1.986 0.995 -0.495
Te 3.110 3.444 -0.472
C 1.874 4.575 -1.666
C 2.183 5.927 -1.802
C 1.412 6.721 -2.639
C 0.345 6.165 -3.333
C 0.030 4.820 -3.180
C 0.789 4.020 -2.339
H 3.016 6.364 -1.264
H 1.644 7.773 -2.745
H -0.247 6.785 -3.994
H -0.808 4.393 -3.715
H 0.530 2.979 -2.202
F 3.233 0.027 3.497
Te 2.430 1.265 2.394
F 1.960 -0.349 1.438
F 3.906 1.016 1.276
F 3.578 2.364 3.350
F 0.965 0.830 3.401
O 1.629 2.752 1.742
Se 2.375 0.445 -2.848
C 3.971 -0.058 -1.910
C 3.956 -1.231 -1.154
C 5.069 -1.562 -0.395
C 6.180 -0.735 -0.388
C 6.201 0.415 -1.168
C 5.106 0.753 -1.941
H 3.098 -1.887 -1.169
H 5.056 -2.464 0.203
H 7.035 -0.985 0.226
H 7.075 1.053 -1.173
H 5.137 1.629 -2.576
C -1.601 -4.161 -2.658
C -1.932 -2.702 -2.361
C -0.694 -1.819 -2.216
C 0.089 -2.030 -0.929
N -0.682 -1.704 0.269
C -1.016 -0.477 0.690
Se -0.527 1.206 0.038
N -1.809 -0.591 1.765
C -2.392 0.531 2.526
C -3.584 1.169 1.828
C -4.759 0.212 1.609
C -5.600 0.012 2.867
C -2.007 -1.947 2.047
C -2.764 -2.582 3.022
C -2.752 -3.964 3.013
C -2.002 -4.683 2.069
C -1.253 -4.041 1.101
C -1.285 -2.652 1.106
H -2.506 -4.746 -2.824
H -1.059 -4.640 -1.839
H -0.985 -4.245 -3.556
H -2.541 -2.632 -1.454
H -2.546 -2.304 -3.170
H -0.972 -0.764 -2.276
H -0.009 -2.021 -3.048
H 0.982 -1.411 -0.908
H 0.411 -3.065 -0.823
H -1.591 1.249 2.696
H -2.680 0.122 3.494
H -3.257 1.593 0.878
H -3.902 2.009 2.453
H -4.392 -0.756 1.252
H -5.391 0.606 0.811
H -5.019 -0.418 3.688
H -6.441 -0.658 2.681
H -6.008 0.963 3.216
H -3.338 -2.029 3.753
H -3.333 -4.503 3.749
H -2.007 -5.765 2.100
H -0.675 -4.601 0.380
*
```